[1]
Here is a cluster of 12 separate species, C60H72O18 in total in a non-equilibrium geometry from the Open Molecules 2025 dataset. Energies are from ωB97M-V/def2-TZVPD.

Cartesian coordinates (Å):
O 1.17352 -6.16069 3.54666
C 1.20133 -4.95663 3.64591
C 0.30122 -4.13190 2.80866
C 0.14311 -2.85546 3.08981
C 0.94675 -2.22728 4.13936
O 0.96865 -0.99751 4.21741
C 1.85698 -3.05430 4.98877
C 1.98990 -4.33292 4.79089
H -0.30634 -4.69205 2.07521
H -0.54962 -2.19504 2.62937
H 2.28525 -2.57555 5.88820
H 2.69000 -4.89188 5.40524
O 3.65787 4.28702 0.08302
C 3.36982 4.11367 1.26023
C 3.57452 5.29339 2.21080
C 3.11951 5.25473 3.44593
C 2.50768 4.00017 3.94646
O 2.16680 3.97738 5.10623
C 2.29014 2.83710 3.01223
C 2.69459 2.89188 1.75455
H 3.98549 6.19269 1.77568
H 3.03945 6.06052 4.12854
H 1.78281 2.02331 3.50402
H 2.42974 2.10752 1.04222
O 3.81820 -0.42040 -4.28664
C 4.20888 0.73089 -4.07366
C 4.23218 1.24076 -2.69851
C 4.42792 2.51185 -2.40263
C 4.56956 3.42519 -3.55337
O 4.70949 4.61069 -3.33997
C 4.50374 2.94911 -4.98103
C 4.40842 1.66360 -5.19987
H 3.88083 0.51840 -1.94748
H 4.36080 3.08144 -1.51556
H 4.51163 3.60587 -5.83537
H 4.38914 1.20393 -6.18523
O 0.06376 4.07085 0.44481
C 0.62068 4.39708 -0.59146
C 1.10592 5.80833 -0.76335
C 1.25020 6.36489 -1.96406
C 1.14841 5.53939 -3.25337
O 1.28418 6.00442 -4.33771
C 0.94047 4.06432 -3.02850
C 0.79567 3.50626 -1.82024
H 1.34205 6.27541 0.16473
H 1.55814 7.41755 -2.11053
H 0.96756 3.42661 -3.92201
H 0.63743 2.43776 -1.69374
O -1.06520 -5.32221 -0.74629
C -2.16078 -5.62414 -1.20768
C -2.23726 -6.79969 -2.13727
C -3.42253 -7.18584 -2.56744
C -4.67233 -6.26691 -2.34751
O -5.63384 -6.37014 -3.06898
C -4.52249 -5.11856 -1.39376
C -3.37402 -4.83645 -0.85887
H -1.29995 -7.34334 -2.15603
H -3.62084 -8.08850 -3.13110
H -5.42818 -4.57711 -1.20063
H -3.28134 -3.92550 -0.27990
O -2.26130 -2.02964 0.61556
C -1.26990 -1.38118 0.32832
C -1.25668 0.06900 0.57184
C -0.13096 0.74196 0.29203
C 1.00743 0.00019 -0.29636
O 1.98257 0.65623 -0.58419
C 1.04264 -1.46541 -0.46890
C -0.07802 -2.11853 -0.19154
H -2.15306 0.52859 0.95360
H 0.04398 1.83078 0.41949
H 1.96517 -1.94318 -0.73723
H -0.10505 -3.20035 -0.22693
C -2.90521 4.97830 -0.00130
C -2.84832 4.89546 1.54148
C -3.32266 3.52013 1.80276
O -2.74516 2.71620 0.77264
C -2.75349 3.55064 -0.46951
H -2.16074 5.64252 -0.43889
H -3.85359 5.37694 -0.27212
H -3.37405 5.66665 2.10140
H -1.81978 5.00907 1.89547
H -4.40511 3.54450 1.72940
H -3.10098 3.11215 2.76489
H -3.59258 3.17584 -1.04157
H -1.83337 3.29541 -0.97724
C -2.03601 0.56954 3.81870
C -1.03733 1.62384 3.68325
C -1.30043 2.56727 4.89102
O -2.69426 2.41684 5.14774
C -2.93351 0.99341 5.06633
H -1.66389 -0.41881 3.97345
H -2.75892 0.52737 2.99901
H -1.12592 2.13002 2.70391
H -0.05043 1.21164 3.70513
H -1.16050 3.63990 4.74073
H -0.63344 2.23211 5.69841
H -3.96930 0.75996 4.83626
H -2.54276 0.47825 5.97959
C -5.27203 -0.96499 -0.75623
C -6.54806 -1.56497 -1.30776
C -7.47856 -1.51398 -0.04457
O -6.61341 -1.52272 1.05411
C -5.64449 -0.52605 0.65104
H -4.95683 -0.17723 -1.44174
H -4.53090 -1.72931 -0.64077
H -6.53758 -2.64449 -1.55269
H -6.99343 -0.97027 -2.11542
H -8.02208 -2.45210 0.09625
H -8.07465 -0.63718 -0.08838
H -4.88319 -0.67502 1.36735
H -6.20668 0.41766 0.66070
C -0.71693 -1.26646 -4.13418
C -1.95486 -0.36231 -4.04454
C -1.75780 0.27462 -2.70590
O -0.34108 0.45101 -2.53083
C 0.31386 -0.36665 -3.56063
H -0.51765 -1.54687 -5.16382
H -0.76067 -2.21610 -3.59743
H -2.83935 -0.97674 -4.07390
H -2.03275 0.33082 -4.90011
H -2.09881 -0.43156 -1.90448
H -2.19923 1.23682 -2.45681
H 1.10120 -0.96054 -3.12988
H 0.77114 0.32693 -4.22794
C 4.93485 0.19787 2.53429
C 5.73309 -0.97573 2.95289
C 4.81599 -2.14742 2.68066
O 3.48006 -1.66169 2.97312
C 3.54657 -0.18696 2.82157
H 5.01763 0.32249 1.45180
H 5.19742 1.12564 3.08192
H 5.82763 -0.95049 4.06394
H 6.71693 -1.05537 2.49930
H 5.02175 -2.95571 3.36417
H 4.79218 -2.64119 1.69591
H 3.15152 0.20753 3.76394
H 2.86276 0.10358 2.02749
C 2.10657 -3.48756 -4.12852
C 1.12726 -4.49995 -3.51127
C 1.83617 -4.94143 -2.25914
O 2.38357 -3.75991 -1.77073
C 3.04966 -3.20275 -2.90138
H 1.64927 -2.58581 -4.49393
H 2.68786 -4.00694 -4.89402
H 0.99014 -5.38261 -4.14153
H 0.21375 -4.00845 -3.19717
H 2.64178 -5.63261 -2.44834
H 1.15498 -5.35615 -1.53317
H 4.01249 -3.72444 -3.13343
H 3.34213 -2.17389 -2.78162

Results
LUMO in eV: -1.49
SMILES string: O=C1C=CC(=O)C=C1.O=C1C=CC(=O)C=C1.O=C1C=CC(=O)C=C1.O=C1C=CC(=O)C=C1.O=C1C=CC(=O)C=C1.O=C1C=CC(=O)C=C1.C1CCOC1.C1CCOC1.C1CCOC1.C1CCOC1.C1CCOC1.C1CCOC1
Frontier orbital gap in Ha: 0.297
ΔE to the lowest compared entry with this formula, charge and spin in eV: 0.0000
E_tot in hartree: -3683.44312

Results of the Löwdin charge analysis, in e, for atoms 1 through 99: atom 1 (O): 0.10, atom 2 (C): -0.36, atom 3 (C): 0.04, atom 4 (C): 0.02, atom 5 (C): -0.35, atom 6 (O): 0.07, atom 7 (C): -0.01, atom 8 (C): 0.02, atom 9 (H): 0.13, atom 10 (H): 0.09, atom 11 (H): 0.14, atom 12 (H): 0.12, atom 13 (O): 0.07, atom 14 (C): -0.33, atom 15 (C): 0.03, atom 16 (C): 0.01, atom 17 (C): -0.36, atom 18 (O): 0.11, atom 19 (C): 0.04, atom 20 (C): 0.01, atom 21 (H): 0.12, atom 22 (H): 0.11, atom 23 (H): 0.10, atom 24 (H): 0.10, atom 25 (O): 0.07, atom 26 (C): -0.36, atom 27 (C): 0.02, atom 28 (C): 0.04, atom 29 (C): -0.37, atom 30 (O): 0.10, atom 31 (C): 0.03, atom 32 (C): 0.00, atom 33 (H): 0.11, atom 34 (H): 0.08, atom 35 (H): 0.12, atom 36 (H): 0.13, atom 37 (O): 0.07, atom 38 (C): -0.35, atom 39 (C): 0.00, atom 40 (C): 0.04, atom 41 (C): -0.38, atom 42 (O): 0.12, atom 43 (C): 0.03, atom 44 (C): 0.04, atom 45 (H): 0.11, atom 46 (H): 0.13, atom 47 (H): 0.12, atom 48 (H): 0.08, atom 49 (O): 0.06, atom 50 (C): -0.34, atom 51 (C): 0.01, atom 52 (C): 0.04, atom 53 (C): -0.34, atom 54 (O): 0.11, atom 55 (C): 0.01, atom 56 (C): 0.02, atom 57 (H): 0.12, atom 58 (H): 0.11, atom 59 (H): 0.10, atom 60 (H): 0.10, atom 61 (O): 0.07, atom 62 (C): -0.39, atom 63 (C): 0.02, atom 64 (C): 0.04, atom 65 (C): -0.39, atom 66 (O): 0.06, atom 67 (C): 0.04, atom 68 (C): 0.04, atom 69 (H): 0.09, atom 70 (H): 0.11, atom 71 (H): 0.11, atom 72 (H): 0.10, atom 73 (C): -0.14, atom 74 (C): -0.16, atom 75 (C): -0.22, atom 76 (O): -0.17, atom 77 (C): -0.14, atom 78 (H): 0.10, atom 79 (H): 0.10, atom 80 (H): 0.12, atom 81 (H): 0.10, atom 82 (H): 0.12, atom 83 (H): 0.10, atom 84 (H): 0.11, atom 85 (H): 0.08, atom 86 (C): -0.17, atom 87 (C): -0.19, atom 88 (C): -0.18, atom 89 (O): -0.16, atom 90 (C): -0.14, atom 91 (H): 0.09, atom 92 (H): 0.09, atom 93 (H): 0.10, atom 94 (H): 0.06, atom 95 (H): 0.12, atom 96 (H): 0.12, atom 97 (H): 0.11, atom 98 (H): 0.13, atom 99 (C): -0.17

---

[2]
Here is an isolated molecule of C3H6N2O2S in a non-equilibrium geometry from the Open Molecules 2025 dataset. Energies are from ωB97M-V/def2-TZVPD.

Cartesian coordinates (Å):
N -0.18100 -0.45747 2.09240
C 0.69346 -0.93826 1.15123
S 2.34417 -1.27600 1.49020
N 0.37662 -0.80475 -0.18910
C -0.36162 0.46933 -0.41660
C -0.02768 0.64565 -1.92928
O 0.86594 0.16823 -2.52081
O -1.01210 1.52542 -2.52863
H 0.34785 -0.36569 3.11092
H -1.20780 -1.21029 2.14217
H 1.23172 -0.83457 -0.68755
H 0.09982 1.47938 0.05336
H -1.34730 0.24189 -0.01897
H -1.82209 1.35713 -1.74934

Results
LUMO in eV: -0.17
SMILES string: NC(=S)NCC(=O)O
Frontier orbital gap in Ha: 0.308
ΔE to the lowest compared entry with this formula, charge and spin in eV: 3.7110
E_tot in hartree: -776.00378

Charge distribution, Löwdin scheme, values in e: atom 1 (N): -0.03, atom 2 (C): -0.96, atom 3 (S): 0.56, atom 4 (N): -0.05, atom 5 (C): -0.12, atom 6 (C): -0.48, atom 7 (O): 0.16, atom 8 (O): -0.01, atom 9 (H): 0.15, atom 10 (H): 0.24, atom 11 (H): 0.05, atom 12 (H): 0.19, atom 13 (H): 0.10, atom 14 (H): 0.20

---

[3]
Here is a cluster of 2 separate species, C8H22NSSi in total in a non-equilibrium geometry from the Open Molecules 2025 dataset. Energies are from ωB97M-V/def2-TZVPD.

Cartesian coordinates (Å):
C 2.15013 0.75844 -3.45918
C -1.17175 1.92097 2.69928
C 1.17343 1.13406 2.26254
C -2.00069 -1.31830 -1.38869
C 0.45875 -2.40406 0.64806
C 1.00878 0.77327 -2.42776
C 1.05539 -0.42578 -1.52895
C -0.70813 0.55219 0.61035
N -0.22986 0.91299 1.97444
Si -0.35264 -0.96727 -0.30156
S -2.75387 -1.00377 2.37456
H 3.19084 0.64456 -2.98009
H 1.90741 -0.00445 -4.24538
H 2.26122 1.52990 -4.15552
H -1.26801 1.87939 3.72398
H -0.87209 2.91923 2.44348
H -2.09848 1.54513 2.25984
H 1.56032 2.09610 1.83212
H 1.35235 1.09704 3.35153
H 1.75671 0.26633 1.95799
H -2.21189 -0.36408 -1.79842
H -1.83229 -2.09285 -2.21602
H -2.72525 -1.66231 -0.71624
H -0.30248 -3.17940 0.96339
H 1.07234 -3.03611 0.05211
H 0.98167 -2.09432 1.51813
H 1.04546 1.65543 -1.79317
H 0.06375 0.99656 -3.00669
H 2.05771 -0.44219 -1.02145
H 1.07098 -1.33728 -2.25565
H -1.27636 1.28913 0.08397
H -0.50415 0.02700 2.54063
H -3.85928 -1.66554 1.99839

Results
Total charge: +1
LUMO (alpha / beta) in eV: -6.81 / -6.81
Frontier orbital gap (alpha / beta) in Ha: 0.203 / 0.203
ΔE to the lowest compared entry with this formula, charge and spin in eV: 4.5010
E_tot in hartree: -1060.02192

Charge distribution, Löwdin scheme, values in e: atom 1 (C): -0.12, atom 2 (C): 0.01, atom 3 (C): -0.01, atom 4 (C): -0.12, atom 5 (C): -0.16, atom 6 (C): -0.36, atom 7 (C): -0.29, atom 8 (C): -0.03, atom 9 (N): -0.25, atom 10 (Si): 0.55, atom 11 (S): 0.43, atom 12 (H): 0.11, atom 13 (H): 0.09, atom 14 (H): 0.04, atom 15 (H): 0.08, atom 16 (H): 0.11, atom 17 (H): 0.03, atom 18 (H): 0.14, atom 19 (H): 0.12, atom 20 (H): 0.10, atom 21 (H): 0.01, atom 22 (H): 0.08, atom 23 (H): -0.02, atom 24 (H): 0.06, atom 25 (H): 0.03, atom 26 (H): 0.00, atom 27 (H): 0.08, atom 28 (H): 0.12, atom 29 (H): 0.09, atom 30 (H): 0.12, atom 31 (H): 0.10, atom 32 (H): 0.11, atom 33 (H): -0.25

---

[4]
Here is a structure of composition C41H53InN6O5P in a non-equilibrium geometry from the Open Molecules 2025 dataset. Energies are from ωB97M-V/def2-TZVPD.

Cartesian coordinates (Å):
In 1.06766 0.66921 1.04461
C 4.71293 -2.33222 -2.67906
C 3.82399 -2.98209 -1.83275
C 3.26258 -2.31144 -0.75537
C 3.56456 -0.97250 -0.52006
C 4.44860 -0.32442 -1.38064
C 5.03014 -1.00016 -2.44306
N 3.10426 -0.23500 0.60508
C 3.66333 -0.57889 1.80865
C 4.54800 -1.66166 2.05060
C 5.07829 -1.86475 3.30103
C 4.80704 -1.01477 4.39339
C 4.01474 0.08083 4.18864
C 3.45690 0.28781 2.91944
N 2.63217 1.31383 2.57490
N 2.59134 2.42156 3.13091
C 1.74987 3.30885 2.38851
C 1.57171 4.58578 2.88840
C 0.97285 5.53251 2.07689
C 0.59339 5.18021 0.78840
C 0.74308 3.86632 0.39418
N 1.28174 2.93676 1.18339
H 5.16378 -2.86220 -3.50653
H 3.58581 -4.02567 -1.99600
H 2.60522 -2.83811 -0.06113
H 4.69805 0.71037 -1.18071
H 5.73048 -0.48612 -3.08855
H 4.80552 -2.32760 1.24264
H 5.72990 -2.71547 3.45414
H 5.23562 -1.21936 5.36327
H 3.78079 0.78438 4.97663
H 1.94368 4.81588 3.87572
H 0.83716 6.54589 2.42992
H 0.18349 5.90966 0.10601
H 0.44107 3.53929 -0.59342
C -2.77757 4.49201 0.59757
C -2.62356 3.38515 1.58153
N -1.65250 2.49504 1.65651
C -1.98237 1.67167 2.70989
C -3.16975 2.07262 3.26937
N -3.54328 3.16980 2.54761
C -4.10049 1.58295 4.32667
O -3.86404 0.39695 4.84802
O -5.04071 2.27108 4.63579
C -1.11219 0.53743 3.12574
O -1.62185 -0.47091 3.62518
O 0.15885 0.66949 2.97718
H -2.05699 4.38473 -0.20927
H -2.62424 5.45938 1.07710
H -3.77862 4.49176 0.16925
H -4.38520 3.69192 2.74669
H -3.08724 -0.04640 4.41643
C -4.66965 1.70463 -1.06476
C -3.67477 1.64749 -2.21720
C -2.26595 1.28331 -1.74721
C -2.28806 -0.04835 -0.99049
C -3.26436 0.03288 0.19655
C -4.66781 0.40103 -0.27831
P -0.63191 -0.73065 -0.51799
C 0.32215 -0.81879 -2.10487
C 1.01465 0.53136 -2.39005
C 1.89209 0.49522 -3.65456
C 1.33494 -0.43130 -4.74129
C -0.17257 -0.54683 -4.60866
C -0.51440 -1.29998 -3.32289
C -1.10122 -2.39470 0.19519
C -2.34246 -3.12873 -0.36853
C -2.08201 -4.00597 -1.59109
C -0.92107 -4.96587 -1.36477
C 0.32664 -4.19426 -0.95645
C 0.07862 -3.37908 0.30753
H -5.67061 1.91593 -1.44370
H -4.40369 2.52481 -0.39210
H -3.64791 2.59831 -2.75269
H -4.00823 0.88936 -2.93438
H -1.86548 2.06434 -1.08549
H -1.61836 1.22068 -2.62223
H -2.66590 -0.80778 -1.68207
H -2.90663 0.78192 0.89749
H -3.31188 -0.90817 0.74150
H -5.33320 0.47454 0.58356
H -5.05855 -0.40446 -0.91109
H 1.12347 -1.54101 -1.90790
H 1.65507 0.80761 -1.54268
H 0.26745 1.32052 -2.49189
H 2.89238 0.17547 -3.39017
H 1.97626 1.51380 -4.03961
H 1.77373 -1.42835 -4.63507
H 1.61848 -0.06594 -5.72805
H -0.60813 -1.07655 -5.45652
H -0.61889 0.45301 -4.59755
H -0.29880 -2.35840 -3.48184
H -1.58572 -1.22190 -3.14362
H -1.36502 -2.08193 1.21368
H -3.16453 -2.45568 -0.58065
H -2.68966 -3.76893 0.44953
H -1.87657 -3.38188 -2.46547
H -2.99387 -4.56373 -1.81299
H -0.73334 -5.55460 -2.26398
H -1.18422 -5.67072 -0.56951
H 0.63383 -3.54054 -1.78210
H 1.15481 -4.88234 -0.77469
H 0.97873 -2.84303 0.62310
H -0.15821 -4.07123 1.12170
O 1.12275 -1.79759 2.55365
H 1.74147 -1.77368 3.29420
H 0.25817 -1.68465 2.98019

Results
Total charge: +1
LUMO in eV: -3.81
Frontier orbital gap in Ha: 0.232
ΔE to the lowest compared entry with this formula, charge and spin in eV: 0.4024
E_tot in hartree: -2830.27765

Results of the Löwdin charge analysis, in e, for atoms 1 through 99: atom 1 (In): 0.89, atom 2 (C): -0.08, atom 3 (C): -0.07, atom 4 (C): -0.06, atom 5 (C): -0.32, atom 6 (C): -0.03, atom 7 (C): -0.08, atom 8 (N): -0.01, atom 9 (C): -0.25, atom 10 (C): 0.00, atom 11 (C): -0.05, atom 12 (C): -0.08, atom 13 (C): 0.00, atom 14 (C): -0.23, atom 15 (N): -0.04, atom 16 (N): 0.16, atom 17 (C): -0.27, atom 18 (C): 0.02, atom 19 (C): -0.02, atom 20 (C): -0.05, atom 21 (C): -0.12, atom 22 (N): 0.05, atom 23 (H): 0.11, atom 24 (H): 0.11, atom 25 (H): 0.10, atom 26 (H): 0.12, atom 27 (H): 0.11, atom 28 (H): 0.11, atom 29 (H): 0.11, atom 30 (H): 0.11, atom 31 (H): 0.12, atom 32 (H): 0.13, atom 33 (H): 0.12, atom 34 (H): 0.12, atom 35 (H): 0.12, atom 36 (C): 0.00, atom 37 (C): -0.36, atom 38 (N): 0.16, atom 39 (C): -0.16, atom 40 (C): -0.07, atom 41 (N): 0.19, atom 42 (C): -0.47, atom 43 (O): 0.15, atom 44 (O): 0.12, atom 45 (C): -0.54, atom 46 (O): 0.06, atom 47 (O): -0.10, atom 48 (H): 0.07, atom 49 (H): 0.09, atom 50 (H): 0.08, atom 51 (H): 0.18, atom 52 (H): 0.08, atom 53 (C): -0.19, atom 54 (C): -0.17, atom 55 (C): -0.19, atom 56 (C): -0.41, atom 57 (C): -0.19, atom 58 (C): -0.17, atom 59 (P): 1.15, atom 60 (C): -0.39, atom 61 (C): -0.22, atom 62 (C): -0.16, atom 63 (C): -0.18, atom 64 (C): -0.19, atom 65 (C): -0.19, atom 66 (C): -0.38, atom 67 (C): -0.17, atom 68 (C): -0.18, atom 69 (C): -0.19, atom 70 (C): -0.20, atom 71 (C): -0.21, atom 72 (H): 0.12, atom 73 (H): 0.08, atom 74 (H): 0.12, atom 75 (H): 0.12, atom 76 (H): 0.10, atom 77 (H): 0.08, atom 78 (H): 0.10, atom 79 (H): 0.08, atom 80 (H): 0.11, atom 81 (H): 0.12, atom 82 (H): 0.12, atom 83 (H): 0.09, atom 84 (H): 0.06, atom 85 (H): 0.09, atom 86 (H): 0.08, atom 87 (H): 0.12, atom 88 (H): 0.12, atom 89 (H): 0.12, atom 90 (H): 0.12, atom 91 (H): 0.11, atom 92 (H): 0.11, atom 93 (H): 0.09, atom 94 (H): 0.10, atom 95 (H): 0.09, atom 96 (H): 0.13, atom 97 (H): 0.09, atom 98 (H): 0.12, atom 99 (H): 0.12

---

What is the ΔE to the lowest compared entry with this formula, charge and spin in the third record?
4.5010 eV

---

Number 2 is which compound?
C3H6N2O2S

---

What is the E_tot in the first record?
-3683.44312 hartree